{"formula": "C6H9NO3", "method": "ωB97M-V/def2-TZVPD", "total_energy_ha": -514.37010, "e_lumo_ev": [-0.54, -0.54], "mol_weight_g_mol": 143.1, "spin_multiplicity": 1, "elements": ["C", "C", "C", "C", "C", "C", "N", "O", "O", "O", "H", "H", "H", "H", "H", "H", "H", "H", "H"], "positions_angstrom": [[0.231, -1.017, 0.104], [-3.821, 0.174, -0.046], [-1.531, 0.749, -0.231], [1.361, -0.285, 0.069], [1.696, 1.141, 0.360], [2.734, -0.866, -0.322], [-1.035, -0.253, 0.296], [-0.086, -2.161, -0.060], [-3.651, -0.756, 0.690], [-2.891, 0.991, -0.526], [-4.926, 0.501, -0.260], [-0.893, 1.533, -0.570], [2.362, 1.107, 1.153], [0.873, 1.793, 0.564], [2.280, 1.598, -0.506], [2.770, -2.069, -0.072], [3.520, -0.443, 0.283], [2.845, -0.822, -1.378], [-1.839, -0.916, 0.451]], "forces_ev_per_a": [[2.502, 2.021, 0.043], [-3.362, -0.242, 1.192], [-0.789, 2.341, -1.383], [2.141, 0.072, -0.381], [-1.043, 0.462, -2.470], [-1.904, -4.673, 1.710], [-3.626, -1.393, 0.919], [-0.504, -3.236, -0.547], [0.425, -0.058, -0.399], [1.910, 0.159, 0.108], [2.175, -0.134, -0.303], [-0.049, 0.645, -0.482], [1.240, 0.469, 1.844], [-0.504, 0.555, 0.413], [-0.754, -0.464, 0.846], [-0.132, 2.854, -0.628], [0.356, 0.345, -0.242], [0.645, 0.381, -0.895], [1.275, -0.104, 0.653]], "lowdin_charge": [-0.53, -0.31, -0.04, -0.29, -0.11, -0.08, 0.21, 0.03, 0.10, 0.08, 0.19, 0.15, 0.04, 0.04, 0.11, 0.13, 0.05, 0.05, 0.15]}